Entry from OMol25: C22H21NO5S in the gas phase at a distorted geometry (the ωB97M-V functional and the def2-TZVPD basis).

Geometry as XYZ:
```
50
Properties=species:S:1:pos:R:3:forces:R:3
C 4.768704 -0.815179 2.817675 0.1 -1.3 -1.6
N 3.482530 -1.437838 3.134919 -0.4 0.7 0.6
C 2.593335 -1.894215 2.020725 0.4 -0.2 1.3
C 2.297123 -0.830905 0.997442 -0.5 0.6 -0.6
O 1.348174 -1.386661 0.027915 -0.3 -0.1 0.4
C 0.460286 -0.547989 -0.623637 -0.3 0.9 0.2
C 0.932730 0.660233 -1.170624 -0.2 -0.9 0.0
C 0.061339 1.572221 -1.735223 -0.4 0.2 0.3
C -1.336771 1.402727 -1.692438 0.4 0.5 -0.2
C -2.286899 2.488553 -2.101706 -0.1 1.0 -0.9
C -3.668715 2.390297 -1.860901 1.1 1.5 -1.0
C -4.535131 3.390705 -2.337727 -1.6 0.0 -0.1
C -4.084859 4.518646 -3.030924 -0.6 -1.9 1.2
C -2.741822 4.646268 -3.217638 1.0 -0.7 0.2
C -1.842226 3.664959 -2.803565 -0.6 -0.3 0.4
O -2.472706 5.842807 -3.830898 -0.6 -0.1 -0.3
C -3.783186 6.391807 -4.128558 0.6 0.2 -0.4
O -4.779624 5.585445 -3.530568 0.2 -0.4 0.3
C -1.796479 0.182383 -1.220030 0.7 -0.3 0.2
C -0.948609 -0.812352 -0.729501 0.8 0.0 1.2
C -1.550896 -2.082269 -0.227675 0.6 0.6 0.2
C -0.993062 -3.279540 -0.528148 -1.1 -0.1 0.3
C -1.788458 -4.369214 -0.091659 0.0 -1.0 0.1
C -2.894414 -4.005422 0.619505 0.1 0.3 0.0
S -2.986840 -2.248727 0.795300 0.8 -1.0 -1.1
C 3.513058 -2.248015 4.367194 -1.5 -0.4 -0.8
C 4.237175 -3.606747 4.228712 0.6 1.0 0.5
O 5.432649 -3.657396 4.415294 -0.4 -0.5 -0.3
O 3.493332 -4.697906 3.936603 0.7 0.4 0.1
H 4.659762 0.040947 2.121370 -0.1 -0.3 0.6
H 5.407553 -1.568038 2.265276 -0.1 0.7 0.5
H 5.287129 -0.515354 3.728249 -0.1 0.0 -0.1
H 3.028132 -2.750874 1.524649 0.1 -0.5 -0.3
H 1.621003 -2.195508 2.440898 0.4 0.0 0.1
H 1.864604 0.043097 1.512875 0.1 -0.2 -0.4
H 3.206645 -0.544242 0.465280 -0.1 0.1 0.0
H 2.006648 0.841315 -1.190579 -0.3 0.0 0.1
H 0.502942 2.465991 -2.148857 -0.1 0.1 0.0
H -4.039825 1.563885 -1.310941 -0.5 -0.5 0.3
H -5.625711 3.235648 -2.190498 0.9 0.3 0.0
H -0.805360 3.846258 -2.997796 0.4 -0.1 -0.1
H -3.799119 7.386288 -3.722505 -0.2 0.5 0.3
H -3.970939 6.434121 -5.204960 0.3 -0.2 0.0
H -2.834020 -0.070639 -1.163223 -0.5 0.1 -0.2
H -0.089242 -3.358600 -1.082686 0.5 -0.1 -0.4
H -1.530455 -5.417173 -0.337580 -0.3 0.7 0.3
H -3.644729 -4.704284 1.008364 0.3 0.7 0.0
H 2.450455 -2.424254 4.648425 0.6 0.0 0.0
H 4.010800 -1.715689 5.200272 -0.2 -0.2 -0.7
H 4.163990 -5.409570 3.934106 -0.4 0.0 -0.1
```
Forces are in eV/Å.

Output
SMILES = CN(CCOc1ccc(-c2ccc3c(c2)OCO3)cc1-c1cccs1)CC(=O)O
Maximum force = 2.3 eV Å⁻¹
Relative energy (zero: lowest compared OMol25 entry of this formula, charge and spin) = 246.3 kJ/mol
HOMO energy = -7.739 eV

These are the natural (NBO) partial charges, in e, on atoms 1 to 4: number 1, C, carries -0.412; number 2, N, carries -0.441; number 3, C, carries -0.231; number 4, C, carries -0.064